{"formula": "C23H92N46O23", "method": "ωB97M-V/def2-TZVPD", "elements": ["C", "O", "N", "N", "H", "H", "H", "H", "C", "O", "N", "N", "H", "H", "H", "H", "C", "O", "N", "N", "H", "H", "H", "H", "C", "O", "N", "N", "H", "H", "H", "H", "C", "O", "N", "N", "H", "H", "H", "H", "C", "O", "N", "N", "H", "H", "H", "H", "C", "O", "N", "N", "H", "H", "H", "H", "C", "O", "N", "N", "H", "H", "H", "H", "C", "O", "N", "N", "H", "H", "H", "H", "C", "O", "N", "N", "H", "H", "H", "H", "C", "O", "N", "N", "H", "H", "H", "H", "C", "O", "N", "N", "H", "H", "H", "H", "C", "O", "N", "N", "H", "H", "H", "H", "C", "O", "N", "N", "H", "H", "H", "H", "C", "O", "N", "N", "H", "H", "H", "H", "C", "O", "N", "N", "H", "H", "H", "H", "C", "O", "N", "N", "H", "H", "H", "H", "C", "O", "N", "N", "H", "H", "H", "H", "C", "O", "N", "N", "H", "H", "H", "H", "C", "O", "N", "N", "H", "H", "H", "H", "C", "O", "N", "N", "H", "H", "H", "H", "C", "O", "N", "N", "H", "H", "H", "H", "C", "O", "N", "N", "H", "H", "H", "H"], "coordinates": [[2.132, 1.899, 6.188], [2.253, 3.078, 6.485], [1.464, 0.912, 6.961], [2.724, 1.351, 5.111], [1.173, 1.258, 7.841], [1.670, -0.060, 6.769], [3.127, 2.020, 4.480], [2.307, 0.542, 4.687], [-1.710, 1.092, -4.306], [-2.699, 1.188, -4.998], [-0.678, 1.967, -4.317], [-1.597, 0.168, -3.284], [0.197, 1.668, -4.140], [-0.883, 2.821, -4.798], [-0.948, 0.272, -2.515], [-2.245, -0.648, -3.272], [4.935, -0.006, 2.220], [5.212, 0.862, 3.058], [5.552, -1.228, 2.281], [3.859, 0.115, 1.261], [6.218, -1.387, 3.024], [4.949, -2.060, 2.220], [3.938, -0.387, 0.410], [3.386, 1.023, 1.238], [-2.927, 4.304, -3.496], [-1.985, 4.615, -4.198], [-3.190, 5.043, -2.264], [-3.892, 3.394, -3.819], [-2.360, 5.343, -1.811], [-3.907, 4.507, -1.730], [-3.671, 2.967, -4.685], [-4.173, 2.778, -3.068], [2.489, 3.309, -2.586], [1.694, 4.183, -2.149], [2.444, 2.895, -3.914], [3.261, 2.556, -1.802], [3.286, 2.454, -4.201], [2.086, 3.461, -4.618], [3.951, 1.897, -2.207], [3.043, 2.597, -0.806], [0.657, -1.743, -6.005], [1.530, -0.952, -6.058], [0.842, -3.171, -5.734], [-0.712, -1.434, -6.308], [1.378, -3.239, -4.847], [0.005, -3.767, -5.662], [-1.328, -1.989, -5.768], [-0.872, -0.460, -6.300], [-0.378, -4.707, 1.753], [0.582, -4.578, 2.517], [-0.883, -5.959, 1.393], [-0.957, -3.609, 1.168], [-0.305, -6.739, 1.580], [-1.576, -5.965, 0.665], [-0.549, -2.735, 1.501], [-1.793, -3.710, 0.648], [3.774, -0.701, -2.777], [4.660, 0.162, -2.921], [2.672, -0.708, -1.963], [3.929, -2.020, -3.225], [2.130, -1.509, -2.123], [2.249, 0.190, -1.686], [3.161, -2.497, -3.611], [4.759, -2.224, -3.685], [2.867, -6.521, -3.328], [1.998, -5.792, -3.698], [3.768, -7.141, -4.253], [3.086, -6.918, -2.010], [3.355, -7.141, -5.215], [4.189, -8.027, -4.077], [3.860, -7.521, -1.879], [2.854, -6.268, -1.258], [-1.978, 1.624, 4.375], [-3.104, 1.440, 3.899], [-1.206, 0.530, 4.764], [-1.392, 2.843, 4.539], [-1.741, -0.330, 4.931], [-0.344, 0.645, 5.318], [-1.577, 3.481, 3.807], [-0.504, 2.717, 4.977], [-4.758, -0.786, -2.041], [-3.765, -1.542, -2.058], [-5.805, -0.925, -1.225], [-4.824, 0.198, -2.980], [-6.524, -0.202, -1.267], [-5.859, -1.589, -0.480], [-3.896, 0.418, -3.406], [-5.477, 0.992, -2.810], [3.211, 3.840, 1.814], [2.800, 2.983, 1.019], [3.977, 3.585, 2.929], [3.031, 5.182, 1.564], [4.220, 4.393, 3.541], [4.295, 2.562, 3.073], [2.985, 5.844, 2.285], [2.666, 5.485, 0.693], [0.020, -3.441, -2.188], [1.068, -2.829, -2.538], [-1.099, -2.767, -1.806], [-0.041, -4.811, -2.247], [-1.968, -3.199, -1.986], [-1.160, -1.816, -2.104], [0.655, -5.170, -2.855], [-0.911, -5.260, -1.962], [-1.411, 4.297, 0.919], [-1.612, 3.346, 1.668], [-2.134, 5.392, 0.736], [-0.198, 4.240, 0.264], [-1.841, 6.237, 0.249], [-3.039, 5.545, 1.183], [0.371, 3.481, 0.656], [-0.054, 4.265, -0.780], [-3.929, -5.018, -1.269], [-2.777, -5.085, -0.773], [-4.979, -4.810, -0.488], [-4.006, -5.227, -2.620], [-4.732, -4.256, 0.314], [-5.871, -4.630, -0.888], [-3.115, -5.410, -3.059], [-4.699, -4.786, -3.242], [0.128, -0.091, 0.495], [-0.024, -0.202, -0.714], [-0.373, 0.891, 1.217], [0.576, -1.113, 1.237], [-0.014, 0.906, 2.164], [-0.823, 1.666, 0.848], [1.054, -1.747, 0.628], [1.166, -0.925, 2.082], [-0.640, 9.065, 1.096], [-0.547, 9.960, 1.970], [-1.755, 8.583, 0.522], [0.473, 8.432, 0.710], [-2.592, 9.148, 0.648], [-1.644, 8.116, -0.342], [1.126, 8.508, 1.497], [0.346, 7.491, 0.299], [3.910, -3.424, 0.377], [4.049, -3.619, 1.594], [4.812, -2.751, -0.354], [2.807, -3.964, -0.303], [4.704, -2.545, -1.321], [5.590, -2.321, 0.155], [2.066, -4.266, 0.349], [2.599, -3.581, -1.217], [-0.755, 6.973, -2.774], [-0.830, 6.949, -1.510], [0.229, 6.329, -3.533], [-1.730, 7.596, -3.529], [0.768, 5.642, -3.004], [-0.088, 6.083, -4.461], [-2.594, 7.267, -3.148], [-1.795, 7.252, -4.501], [2.920, -5.741, 5.150], [4.090, -5.517, 5.551], [2.639, -6.000, 3.864], [1.956, -5.770, 6.086], [1.673, -5.724, 3.702], [3.293, -5.689, 3.200], [2.346, -5.860, 7.029], [1.158, -6.352, 5.819], [-5.466, 2.232, 0.015], [-5.272, 2.769, -1.068], [-6.736, 1.838, 0.459], [-4.429, 1.817, 0.761], [-6.868, 1.981, 1.470], [-7.431, 2.407, -0.025], [-3.509, 2.124, 0.553], [-4.578, 1.211, 1.528], [-3.990, -1.727, 1.732], [-4.866, -2.491, 1.396], [-3.246, -1.175, 0.760], [-3.804, -1.285, 3.026], [-3.274, -1.454, -0.237], [-2.434, -0.679, 1.055], [-3.598, -0.340, 3.334], [-4.572, -1.682, 3.608], [2.091, -2.086, 4.662], [1.885, -1.149, 3.869], [1.073, -2.991, 4.867], [3.111, -2.165, 5.538], [0.577, -3.350, 4.036], [1.292, -3.849, 5.389], [3.963, -1.547, 5.474], [3.404, -3.106, 5.691]], "gap_ev": 9.23, "molar_mass_g_mol": 1381.3, "de_lowest_kj_mol": 104.55, "homo_energy_ev": -9.22, "e_tot_ha": -5181.98549}